29
Properties=species:S:1:pos:R:3:nbo_charge:R:1 method="wB97M-V/def2-TZVPD" e_above_lowest_ev=0.459 smiles=CCC[C@@H]1NC[C@H](O)[C@H](O)[C@H]1O charge=0 homo_energy_ha=-0.323 lumo_ha=0.0237 fmax_ev_per_a=2.93
O 1.57716 -1.33079 2.94957 -0.71
O 0.20082 1.09170 2.06467 -0.73
O 2.43885 -1.66468 0.29310 -0.72
N -0.99219 -0.84299 -0.25722 -0.64
C 0.58760 0.94315 -1.21094 -0.41
C -1.52516 -0.43389 1.04916 -0.25
C -0.40495 -0.20686 2.12700 0.06
C 0.72366 -1.21882 1.88502 0.08
C -1.63726 1.59940 -2.30533 -0.62
C 0.39821 -0.44896 -0.57673 -0.07
C -0.12145 1.27352 -2.55408 -0.39
C 1.44254 -0.72968 0.61363 0.06
H 0.44666 2.06756 -3.01043 0.20
H -0.04681 0.47811 -3.26632 0.19
H -1.00330 -1.85965 -0.37770 0.36
H 0.38759 1.72388 -0.48113 0.21
H -2.29374 -1.12942 1.35669 0.21
H -2.09655 0.51326 0.88742 0.19
H 0.26496 -2.23618 1.65456 0.14
H -2.19310 1.82700 -3.22876 0.20
H -1.72833 2.40331 -1.63661 0.20
H -0.80648 -0.33170 3.17768 0.18
H 1.68729 1.09904 -1.33125 0.21
H 1.96868 -2.43875 -0.10929 0.46
H 2.51449 -1.55334 2.65856 0.49
H -0.51584 1.78891 1.99527 0.47
H -2.06830 0.63341 -1.92378 0.23
H 0.76224 -1.13919 -1.33526 0.19
H 2.03271 0.12264 0.89250 0.20

---

30
Properties=species:S:1:pos:R:3:nbo_charge:R:1 method="wB97M-V/def2-TZVPD" e_above_lowest_ev=6.507 smiles="C=[S@@](C)(=O)[C@H](C(=O)NO)C(C)(C)C" charge=0 homo_energy_ha=-0.288 lumo_ha=0.0190 fmax_ev_per_a=3.94
S -0.40716 -1.93480 0.17510 1.76
O 2.37712 -0.46775 1.09838 -0.58
O -1.77523 -1.96972 -0.33609 -0.93
O 3.91159 0.78662 -0.55038 -0.57
N 2.56904 0.53571 -0.95423 -0.34
C -1.79740 1.04022 -0.85608 -0.62
C -0.60759 1.01422 0.10482 -0.07
C 0.32570 -0.11687 -0.24405 -0.48
C 0.50307 -2.87809 -1.07090 -0.85
C 0.09377 -2.65180 1.61513 -1.02
C -1.17923 0.93762 1.63056 -0.60
C 0.07870 2.36763 0.15604 -0.61
C 1.82412 -0.08823 0.08644 0.63
H 4.01153 0.52582 0.42845 0.49
H 0.16452 -3.94993 -1.05286 0.27
H -2.39797 0.15092 -0.65948 0.25
H 0.20824 -0.32392 -1.36688 0.24
H 0.06997 -2.61714 -2.06595 0.24
H -0.59025 -2.21112 2.23822 0.20
H -0.82841 1.63015 2.37653 0.22
H -1.01820 -0.07878 1.87119 0.20
H 0.47284 2.74499 -0.74674 0.19
H 1.06887 2.27425 0.66744 0.21
H 1.54600 -2.61924 -1.05732 0.24
H -2.24173 1.02633 1.45736 0.22
H -0.62603 3.18527 0.48668 0.23
H -2.23616 2.05504 -0.72242 0.21
H 1.07385 -2.92916 1.91759 0.26
H -1.53473 0.97118 -1.90652 0.21
H 2.21661 1.33626 -1.42245 0.39

---

29
Properties=species:S:1:pos:R:3:nbo_charge:R:1 method="wB97M-V/def2-TZVPD" e_above_lowest_ev=6.979 charge=0 homo_energy_ha="-0.319 / -0.319" lumo_ha="-0.0716 / -0.0682" fmax_ev_per_a=4.40
S 2.68530 1.33700 0.90136 0.24
S 2.51049 -1.61313 0.43884 0.16
P 5.21154 -0.06155 0.50198 0.66
O 6.44462 0.38042 -1.72723 -0.45
C 0.85733 -1.30191 -0.25685 -0.54
C -2.00249 -1.35040 0.25510 -0.61
C 0.99856 1.15941 0.16067 -0.54
C -1.39323 0.06045 -0.01151 -0.02
C 3.44574 0.02632 -0.00992 -0.77
C -2.02529 1.16299 0.82106 -0.62
C -1.51840 0.38597 -1.46822 -0.63
C 0.18784 -0.11394 0.43835 -0.27
H -1.37661 -2.01165 0.84472 0.21
H 5.38986 0.19685 1.88940 0.04
H -0.86215 -0.06033 -2.20722 0.23
H -2.35652 -1.75326 -0.82331 0.22
H 5.37492 -1.41454 0.44481 0.01
H -2.62873 0.30396 -1.67380 0.22
H 0.37878 2.05371 0.49584 0.24
H -1.28391 1.52997 -1.72900 0.21
H -3.03819 1.10185 0.63726 0.21
H 1.09107 -1.03566 -1.38027 0.22
H -1.60969 2.08362 0.51539 0.21
H 0.24475 -2.29943 -0.01450 0.26
H -2.01528 1.23898 1.89860 0.22
H 3.27186 0.09026 -1.04144 0.25
H 1.29922 1.48244 -0.90850 0.23
H 0.28707 -0.43672 1.41483 0.22
H -2.86692 -1.15425 0.80443 0.21